1 | {
  "formula": "C4H12OSi2",
  "method": "ωB97M-V/def2-TZVPD",
  "lumo_energy_ev": 0.906,
  "charge": 0,
  "homo_lumo_gap_ev": 10.17,
  "homo_energy_ev": -9.26,
  "species": ["C", "C", "C", "C", "O", "Si", "Si", "H", "H", "H", "H", "H", "H", "H", "H", "H", "H", "H", "H"],
  "coordinates": [[0.112, -1.398, -1.114], [1.872, 0.688, -1.305], [-1.744, 0.228, 2.143], [-0.839, 1.463, 1.830], [-0.170, 1.280, 0.610], [1.191, -0.761, -2.530], [0.761, 0.098, 0.080], [-0.957, -1.436, -1.207], [0.360, -2.336, -0.699], [2.896, 0.695, -1.277], [1.428, 1.581, -1.677], [-2.744, 0.334, 1.976], [-1.191, -0.572, 1.632], [-1.759, -0.009, 3.184], [-0.213, 1.753, 2.714], [-1.382, 2.379, 1.637], [2.171, -1.816, -2.519], [1.102, -0.077, -3.782], [1.388, -0.462, 1.327]]
}

---

2 | {
  "formula": "C4H12OSi2",
  "method": "ωB97M-V/def2-TZVPD",
  "lumo_energy_ev": 0.564,
  "charge": 0,
  "homo_lumo_gap_ev": 8.53,
  "homo_energy_ev": -7.97,
  "species": ["C", "C", "C", "C", "O", "Si", "Si", "H", "H", "H", "H", "H", "H", "H", "H", "H", "H", "H", "H"],
  "coordinates": [[2.679, -2.808, -0.509], [2.828, -1.564, -0.796], [-2.119, 2.429, 0.789], [-2.831, 1.133, 0.473], [-3.548, -0.982, -1.018], [3.504, -0.136, 0.151], [-2.310, -0.015, -0.835], [2.211, -3.547, -1.196], [3.114, -3.218, 0.367], [2.428, -1.192, -1.813], [-1.079, 2.231, 0.622], [-2.386, 3.205, 0.088], [-2.427, 2.940, 1.738], [-3.878, 1.221, 0.369], [-2.840, 0.418, 1.343], [-4.461, -1.004, -0.704], [2.442, 0.924, 0.346], [4.137, -0.634, 1.362], [4.535, 0.597, -0.776]]
}

---

The structure with the least stability is 2.

---

1 | {
  "formula": "HINO",
  "method": "ωB97M-V/def2-TZVPD",
  "lumo_energy_ev": [3.613, 3.860],
  "charge": -1,
  "homo_lumo_gap_ev": [6.40, 6.84],
  "homo_energy_ev": [-2.78, -2.99],
  "species": ["N", "O", "I", "H"],
  "coordinates": [[0.472, -0.072, -0.004], [1.012, 0.963, 0.282], [-0.927, -0.262, -1.712], [-0.557, -0.629, 1.434]]
}

---

2 | {
  "formula": "HINO",
  "method": "ωB97M-V/def2-TZVPD",
  "lumo_energy_ev": [3.476, 3.476],
  "charge": -1,
  "homo_lumo_gap_ev": [7.07, 7.05],
  "homo_energy_ev": [-3.59, -3.57],
  "species": ["N", "O", "I", "H"],
  "coordinates": [[0.149, -0.173, -0.583], [-1.459, 0.952, 0.253], [0.477, -1.369, 0.963], [0.832, 0.589, -0.633]]
}

---

The structure with the least stability is 2.

---

1 | {
  "formula": "C4H9NO2S",
  "method": "ωB97M-V/def2-TZVPD",
  "lumo_energy_ev": 0.601,
  "smiles": "O=C[C@H](CS)NCO",
  "charge": 0,
  "homo_lumo_gap_ev": 9.51,
  "homo_energy_ev": -8.91,
  "species": ["O", "C", "C", "C", "S", "N", "C", "O", "H", "H", "H", "H", "H", "H", "H", "H", "H"],
  "coordinates": [[-1.335, 0.892, -1.908], [-1.271, 0.055, -1.050], [-0.112, 0.002, -0.052], [1.210, 0.337, -0.763], [2.257, 1.601, -0.001], [0.007, -1.283, 0.642], [-0.911, -1.523, 1.713], [-2.281, -1.577, 1.344], [-2.061, -0.709, -0.929], [-0.307, 0.733, 0.727], [1.880, -0.506, -0.839], [0.976, 0.668, -1.776], [1.431, 2.649, -0.118], [0.087, -2.067, 0.008], [-0.604, -2.435, 2.231], [-0.808, -0.690, 2.417], [-2.602, -2.480, 1.301]]
}

---

2 | {
  "formula": "C4H9NO2S",
  "method": "ωB97M-V/def2-TZVPD",
  "lumo_energy_ev": 0.505,
  "smiles": "C[C@@H](CO)S/C=N\\O",
  "charge": 0,
  "homo_lumo_gap_ev": 10.24,
  "homo_energy_ev": -9.73,
  "species": ["C", "C", "C", "C", "H", "H", "H", "H", "H", "H", "H", "H", "H", "N", "O", "O", "S"],
  "coordinates": [[0.997, -0.867, -0.307], [-0.014, -0.109, 0.539], [0.615, 0.260, 1.907], [-1.708, 0.864, -1.389], [0.505, -1.265, -1.232], [1.245, -1.847, 0.161], [1.869, -0.270, -0.468], [-1.013, -0.550, 0.711], [-0.059, 0.952, 2.459], [1.558, 0.744, 1.728], [-0.004, -1.264, 2.837], [-2.724, 0.855, -1.021], [0.228, 0.938, -2.542], [-1.564, 0.386, -2.564], [0.877, -0.814, 2.742], [-0.358, 0.473, -3.153], [-0.450, 1.513, -0.405]]
}

---

The structure with the least stability is 2.

---

1 | {
  "formula": "H21O11",
  "method": "ωB97M-V/def2-TZVPD",
  "lumo_energy_ev": 2.780,
  "charge": -1,
  "homo_lumo_gap_ev": 8.41,
  "homo_energy_ev": -5.63,
  "species": ["O", "H", "H", "O", "H", "H", "O", "H", "H", "O", "H", "H", "O", "H", "H", "O", "H", "H", "O", "H", "O", "H", "H", "O", "H", "H", "O", "H", "H", "O", "H", "H"],
  "coordinates": [[-2.509, -1.509, -1.494], [-1.709, -1.281, -2.000], [1.219, -0.329, 2.321], [1.118, -1.272, 2.121], [4.171, 2.852, -1.103], [-0.720, -2.877, 1.208], [1.940, 0.825, -1.590], [3.605, 1.438, -1.463], [-1.282, -0.390, 0.832], [1.954, 1.883, 0.743], [1.343, 1.421, 0.174], [-3.893, 1.449, 0.543], [1.220, -4.213, -0.129], [-0.242, 3.155, 0.631], [-2.463, -0.848, -0.788], [-1.769, 0.406, 0.518], [-1.243, 0.906, -0.154], [-1.565, -3.829, 0.460], [-1.219, -3.678, 1.357], [2.854, 1.986, 0.457], [4.391, 1.921, -1.159], [2.475, 0.224, -2.124], [0.807, 0.814, -2.188], [-0.219, 1.113, -2.469], [-0.224, 1.512, -3.327], [1.775, -1.552, 1.445], [-0.985, 3.674, 0.967], [1.734, -4.382, 0.661], [-1.233, 3.281, 1.801], [-4.175, 0.884, 1.286], [0.355, -4.138, 0.325], [-3.690, 0.055, 1.193]]
}

---

2 | {
  "formula": "H21O11",
  "method": "ωB97M-V/def2-TZVPD",
  "lumo_energy_ev": 2.538,
  "charge": -1,
  "homo_lumo_gap_ev": 9.24,
  "homo_energy_ev": -6.70,
  "species": ["O", "H", "H", "O", "H", "H", "O", "H", "H", "O", "H", "H", "O", "H", "H", "O", "H", "H", "O", "H", "O", "H", "H", "O", "H", "H", "O", "H", "H", "O", "H", "H"],
  "coordinates": [[2.788, 2.980, 2.740], [2.060, 3.321, 2.205], [2.711, 2.089, 2.289], [-0.781, 4.239, -0.904], [-0.276, 5.017, -1.111], [-0.765, 3.486, -1.515], [-4.197, 0.888, -0.658], [3.505, -2.087, -0.732], [-0.868, -3.049, -1.552], [1.503, 1.522, 0.845], [2.329, 1.124, 0.597], [-1.216, -0.664, 0.931], [-0.898, -2.996, 2.874], [1.092, -2.339, -0.487], [0.778, 0.909, 0.581], [-0.264, -2.694, -2.236], [-0.247, -1.795, -1.859], [-0.946, 0.022, -0.852], [-0.266, -0.258, -0.234], [-3.531, 1.546, -0.895], [3.595, -2.717, -1.456], [-4.363, 1.028, 0.291], [2.744, -3.172, -1.448], [1.091, 1.626, -1.801], [0.865, 0.987, -1.052], [0.333, 1.703, -2.371], [0.512, -2.646, 0.204], [-1.712, -2.502, 2.945], [-0.273, -2.056, 0.139], [-2.173, -0.793, 1.333], [-0.629, -2.816, 1.968], [-2.503, 0.099, 1.222]]
}

---

The structure with the least stability is 2.

---

1 | {
  "formula": "C4H7NO3",
  "method": "ωB97M-V/def2-TZVPD",
  "lumo_energy_ev": 0.281,
  "smiles": "CC(C)=C=O.O=NO",
  "charge": 0,
  "homo_lumo_gap_ev": 8.70,
  "homo_energy_ev": -8.42,
  "species": ["C", "C", "C", "C", "N", "O", "O", "O", "H", "H", "H", "H", "H", "H", "H"],
  "coordinates": [[-0.170, 0.372, 1.206], [0.331, -0.367, 0.041], [1.144, -1.368, 0.230], [-0.064, 0.020, -1.354], [3.948, 0.279, 0.428], [1.866, -2.291, 0.295], [3.806, 1.435, 0.471], [3.602, -0.229, -0.824], [-0.868, -0.055, 2.001], [0.600, 0.814, 1.853], [0.207, -0.856, -2.013], [-1.249, 0.122, -1.328], [0.664, 0.871, -1.600], [-0.691, 1.340, 0.771], [4.024, -1.101, -0.717]]
}

---

2 | {
  "formula": "C4H7NO3",
  "method": "ωB97M-V/def2-TZVPD",
  "lumo_energy_ev": -0.369,
  "smiles": "C=C[N+](=O)[O-].C=CO",
  "charge": 0,
  "homo_lumo_gap_ev": 8.98,
  "homo_energy_ev": -9.35,
  "species": ["C", "C", "C", "C", "N", "O", "O", "O", "H", "H", "H", "H", "H", "H", "H"],
  "coordinates": [[-1.160, -1.323, -1.303], [1.956, -0.092, 2.336], [0.968, 0.108, 1.436], [-1.289, -0.586, -2.339], [0.555, 1.476, 1.090], [-0.464, 1.553, 0.508], [1.219, 2.446, 1.280], [-1.643, 0.724, -2.451], [-1.463, -1.094, -0.289], [-0.808, -2.376, -1.416], [2.261, 0.788, 2.758], [2.204, -1.194, 2.666], [0.623, -0.711, 0.776], [-0.935, -0.826, -3.381], [-2.024, 1.108, -1.671]]
}

---

The structure with the least stability is 2.

---

1 | {
  "formula": "C4H7NO3",
  "method": "ωB97M-V/def2-TZVPD",
  "lumo_energy_ev": 0.843,
  "charge": 0,
  "homo_lumo_gap_ev": 9.47,
  "homo_energy_ev": -8.62,
  "species": ["C", "C", "C", "C", "N", "O", "O", "O", "H", "H", "H", "H", "H", "H", "H"],
  "coordinates": [[3.108, -1.250, 0.692], [-0.993, 0.590, -0.801], [0.116, -1.071, 0.850], [0.166, 0.245, 0.056], [1.210, 1.023, 0.023], [4.188, -0.936, 0.483], [2.218, 0.874, 0.719], [1.077, 2.118, -0.791], [1.974, 2.357, -0.800], [-0.590, 1.125, -1.682], [-1.758, 1.262, -0.359], [-1.533, -0.275, -1.080], [0.149, -1.939, 0.218], [-0.888, -1.012, 1.197], [0.904, -1.028, 1.635]]
}

---

2 | {
  "formula": "C4H7NO3",
  "method": "ωB97M-V/def2-TZVPD",
  "lumo_energy_ev": 0.728,
  "smiles": "C[C@@]1(O)C(=O)N[C@@H]1O",
  "charge": 0,
  "homo_lumo_gap_ev": 10.52,
  "homo_energy_ev": -9.79,
  "species": ["C", "C", "C", "N", "C", "O", "O", "O", "H", "H", "H", "H", "H", "H", "H"],
  "coordinates": [[-0.290, -0.116, -0.235], [0.269, 1.187, 0.305], [0.038, -0.486, -1.669], [1.435, 0.124, 1.119], [0.603, -0.881, 0.832], [-1.691, -0.269, 0.059], [-0.566, 1.949, 1.072], [0.254, -1.894, 1.411], [-1.750, -1.188, 0.392], [-1.427, 1.471, 1.052], [1.819, 0.088, 2.058], [0.944, 1.778, -0.310], [-0.061, -1.566, -1.806], [-0.644, 0.013, -2.362], [1.065, -0.209, -1.919]]
}

---

3 | {
  "formula": "C4H7NO3",
  "method": "ωB97M-V/def2-TZVPD",
  "lumo_energy_ev": 0.456,
  "smiles": "CC(=O)NCC(=O)O",
  "charge": 0,
  "homo_lumo_gap_ev": 10.21,
  "homo_energy_ev": -9.76,
  "species": ["C", "C", "N", "C", "C", "O", "O", "O", "H", "H", "H", "H", "H", "H", "H"],
  "coordinates": [[-0.283, 0.992, 1.692], [-1.235, 0.053, 1.010], [-1.224, -0.002, -0.362], [-0.139, 0.451, -1.197], [1.194, -0.226, -0.925], [2.059, 0.077, -1.925], [1.478, -0.929, -0.004], [-2.033, -0.598, 1.644], [0.073, 1.837, 1.099], [-0.730, 1.406, 2.585], [0.578, 0.394, 1.973], [-1.787, -0.741, -0.750], [-0.361, 0.219, -2.230], [0.009, 1.519, -1.086], [2.980, -0.057, -1.646]]
}

---

4 | {
  "formula": "C4H7NO3",
  "method": "ωB97M-V/def2-TZVPD",
  "lumo_energy_ev": 0.468,
  "smiles": "C=NO[C@@H](C)C(=O)O",
  "charge": 0,
  "homo_lumo_gap_ev": 10.48,
  "homo_energy_ev": -10.01,
  "species": ["C", "C", "C", "C", "H", "H", "H", "H", "H", "H", "H", "N", "O", "O", "O"],
  "coordinates": [[0.728, 1.771, 0.703], [0.407, 0.693, -0.458], [-2.910, -0.412, 0.037], [1.254, -0.501, -0.141], [0.065, 2.568, 0.545], [0.447, 1.293, 1.621], [1.831, 2.044, 0.623], [0.788, 1.147, -1.344], [-3.502, 0.357, -0.491], [-3.388, -1.100, 0.763], [-0.168, -1.674, 0.527], [-1.601, -0.300, 0.184], [-0.968, 0.623, -0.641], [0.773, -1.627, 0.358], [2.479, -0.477, -0.264]]
}

---

The structure with the least stability is 1.